Entry from OMol25: a structure of composition C25H36AsClIP2Ti in a non-equilibrium geometry (ωB97M-V/def2-TZVPD).

```
67
Properties=species:S:1:pos:R:3:forces:R:3:mulliken_spin:R:1
C -0.147 0.363 -1.373 -2.0621 0.0457 -0.8593 0.0027
I 1.728 0.469 -0.474 1.6032 0.1110 -2.0167 -0.0431
H -0.584 0.366 -2.503 1.5751 0.0196 1.5978 -0.0134
H -0.553 1.301 -0.975 -0.6493 -0.6968 -0.0872 0.0052
H -0.571 -0.574 -0.986 -0.2269 0.9941 0.2975 0.0045
Ti 0.663 0.291 -4.288 -1.8094 1.1691 0.1813 1.2250
P 0.749 2.795 -3.433 0.8540 0.6329 -0.2822 -0.0575
C 0.386 3.898 -2.011 -0.3836 -0.2355 0.7580 -0.0005
C 2.509 3.234 -3.757 -0.1561 0.1021 -0.4608 0.0075
H 2.584 4.271 -4.133 0.0309 -0.4733 0.0962 0.0027
H -0.073 4.585 -4.840 -0.1533 -0.1858 -0.0638 0.0004
H 2.899 2.533 -4.512 0.1403 0.4131 0.0895 0.0002
H -0.207 2.992 -5.683 -0.0218 0.3162 0.1703 -0.0036
H 1.226 4.012 -1.302 -0.2602 -0.3143 -0.4957 -0.0004
H 3.124 3.138 -2.849 -0.3911 -0.0708 -0.2538 -0.0008
C -0.321 3.522 -4.732 0.2603 0.0280 0.0769 0.0075
H 0.137 4.900 -2.399 0.1080 -0.4375 -0.0396 -0.0018
H -1.361 3.403 -4.392 0.2834 0.0949 -0.1592 0.0002
H -0.480 3.542 -1.433 0.1842 0.1932 -0.1973 -0.0001
P 0.789 -2.092 -3.551 0.8763 -0.3353 0.9322 -0.0607
C 0.142 -2.659 -1.930 -0.6189 0.3078 -0.1561 -0.0003
C -0.118 -3.041 -4.825 0.1731 -0.1018 0.1720 0.0109
H 3.147 -2.376 -4.231 -0.1295 -0.1175 0.0074 -0.0026
H 2.419 -3.837 -3.549 0.1406 0.0302 0.0550 0.0003
H 3.019 -2.544 -2.479 -0.5689 0.1229 -0.2308 0.0035
C 2.504 -2.753 -3.430 0.1073 -0.0699 -0.5156 0.0134
H -0.076 -2.603 -5.832 0.1656 -0.1144 0.3733 -0.0026
H 0.375 -4.018 -4.808 -0.3708 -0.0701 -0.2658 0.0002
H -0.011 -3.728 -2.038 0.0428 -0.2343 0.1287 -0.0008
H -0.831 -2.202 -1.715 0.0744 -0.4085 -0.1769 0.0011
H -1.176 -3.129 -4.538 0.3285 -0.0097 -0.0157 0.0007
H 0.798 -2.453 -1.071 0.0302 -0.0420 -0.5310 0.0013
Cl -1.003 0.435 -5.883 1.5184 -0.4079 1.3568 -0.0309
C -0.742 4.125 3.753 0.2868 -0.7123 -0.2217 -0.0023
C 0.543 3.627 3.502 -0.0140 -0.2042 -0.1746 0.0003
C 0.719 2.326 3.016 -0.2914 -0.2987 -0.2209 0.0001
C -0.398 1.496 2.801 -0.6412 -0.0676 0.1167 -0.0054
C -1.687 1.978 3.074 -0.1551 0.3139 0.0999 -0.0010
C -1.849 3.290 3.533 0.2282 0.6039 0.1614 0.0012
As -0.201 -0.269 1.949 -0.4486 -0.0423 0.1245 -0.0438
C 0.935 -1.210 3.212 0.2379 -0.1180 0.4837 -0.0063
C 1.990 -2.025 2.753 -0.3951 0.1319 0.4673 -0.0017
C 2.824 -2.683 3.663 -0.5725 0.7285 -0.4220 -0.0001
C 2.599 -2.522 5.023 0.4086 -0.4648 -0.3516 0.0001
C 1.569 -1.736 5.490 -0.3912 0.4824 0.2346 0.0000
C 0.752 -1.043 4.597 0.2074 -0.2282 -0.1492 -0.0001
C -1.937 -1.227 1.938 0.5618 -0.0844 0.5171 -0.0058
C -1.980 -2.486 2.560 -0.5611 0.1436 -0.2037 -0.0029
C -3.169 -3.222 2.509 -0.1931 -0.2410 -0.2027 0.0013
C -4.272 -2.751 1.794 0.2347 0.5447 -0.1989 -0.0035
C -4.191 -1.523 1.118 0.2261 -0.1240 0.1722 0.0013
C -3.028 -0.754 1.192 0.2782 -0.2677 0.1399 0.0006
H -0.843 5.144 4.122 -0.1752 -0.2941 -0.1073 -0.0001
H 1.421 4.254 3.660 -0.2659 -0.1544 0.0248 0.0000
H 1.720 1.935 2.790 -0.3340 0.2614 0.2149 0.0004
H -2.585 1.349 2.947 0.6324 0.3076 0.0191 -0.0001
H -2.835 3.721 3.731 0.2207 -0.4397 -0.0719 0.0000
H 2.168 -2.154 1.691 -0.0704 0.0397 -0.0516 0.0001
H 3.653 -3.257 3.282 0.0926 -0.2033 0.1144 0.0000
H 3.260 -3.028 5.703 0.0743 -0.0888 0.3099 0.0000
H 1.410 -1.632 6.566 0.0502 0.0133 -0.3813 0.0000
H 0.000 -0.370 5.005 -0.0075 -0.1615 -0.2751 0.0001
H -1.109 -2.909 3.062 -0.2611 0.2846 0.0001 -0.0002
H -3.252 -4.196 3.000 0.1902 0.3813 -0.1108 0.0000
H -5.195 -3.326 1.735 0.2685 0.0710 0.0915 -0.0001
H -5.030 -1.164 0.531 0.0385 -0.0620 0.1177 0.0000
H -2.948 0.201 0.658 -0.1540 -0.3062 0.2476 0.0001
```
Positions in Å, forces in eV/Å.

Its expectation value of S² is 0.812. Its HOMO-LUMO gap (alpha / beta) is 0.12433 / 0.15588 hartree. The multiplicity is 2. Its largest force on an atom is 2.6 eV Å⁻¹. The HOMO energy (alpha / beta) is -12.03 / -12.21 eV. As for the net charge: +2.

Entry from OMol25: a structure of composition C25H36AsCsN2O8PS (ωB97M-V/def2-TZVPD).

```
75
Properties=species:S:1:pos:R:3:forces:R:3:lowdin_charge:R:1
Cs -0.536 -0.397 -0.231 0.0318 0.0462 0.2193 1.1941
C -0.792 -3.110 2.354 -0.0080 -0.0294 -0.0326 -0.0740
O -0.734 -3.144 0.936 0.0776 0.0583 0.0070 -0.2193
C -1.024 -4.302 0.286 -0.0186 0.0096 -0.1103 -0.2318
C -1.543 -5.423 0.916 0.0234 -0.0274 -0.0302 -0.0295
C -1.816 -6.571 0.176 -0.0094 -0.0089 0.0480 -0.1028
C -1.573 -6.600 -1.184 0.0206 0.0259 -0.0418 -0.1051
C -1.049 -5.475 -1.814 -0.0199 -0.0377 0.0271 -0.0293
C -0.762 -4.324 -1.098 -0.0244 0.0634 0.1197 -0.1790
N -0.262 -3.139 -1.715 0.0388 -0.0030 -0.1375 0.0199
N 0.491 -3.411 -2.686 -0.0046 -0.0470 0.0356 0.0584
C 1.024 -2.424 -3.485 -0.0350 0.0250 0.0214 -0.1469
C 0.498 -1.102 -3.646 0.0885 0.0152 -0.0595 -0.3888
O -0.516 -0.646 -3.055 -0.1255 -0.0692 0.0468 -0.2277
C 1.189 -0.246 -4.602 0.0080 -0.0347 -0.0081 -0.0066
C 2.249 -0.659 -5.321 -0.0002 0.0339 -0.0191 -0.0395
C 2.755 -1.993 -5.207 0.0245 -0.0380 -0.0037 -0.1871
C 3.843 -2.426 -5.985 -0.0061 0.0405 -0.0116 -0.0614
C 4.318 -3.709 -5.892 -0.0186 -0.0540 0.0441 -0.1153
C 3.701 -4.595 -4.992 0.0377 0.0334 -0.0481 -0.1032
C 2.646 -4.190 -4.215 -0.0257 -0.0088 0.0355 -0.0376
C 2.130 -2.875 -4.299 0.0143 0.0063 -0.0189 -0.1097
H -0.158 -3.887 2.788 0.0016 -0.0019 -0.0034 0.1011
H -1.819 -3.240 2.710 -0.0012 0.0045 0.0035 0.0954
H -0.409 -2.131 2.640 0.0055 -0.0241 0.0248 0.0641
H -1.735 -5.409 1.979 -0.0046 -0.0098 -0.0004 0.0993
H -2.228 -7.438 0.676 0.0009 0.0026 -0.0002 0.0960
H -1.796 -7.488 -1.761 -0.0004 0.0018 -0.0034 0.0942
H -0.858 -5.465 -2.878 -0.0012 -0.0082 -0.0021 0.1054
H 0.793 0.758 -4.704 -0.0018 0.0018 0.0147 0.1093
H 2.737 0.018 -6.016 -0.0023 -0.0014 0.0005 0.1072
H 4.301 -1.720 -6.671 -0.0014 0.0017 0.0037 0.1030
H 5.156 -4.035 -6.496 0.0023 0.0009 -0.0023 0.0885
H 4.065 -5.611 -4.906 0.0035 -0.0014 0.0008 0.0927
H 2.188 -4.879 -3.519 -0.0009 0.0051 0.0013 0.0962
O -1.694 1.734 -2.343 -0.0489 0.0110 0.0312 -0.1482
H -1.252 0.986 -2.800 0.0155 0.0183 0.0032 -0.0227
H -1.055 2.457 -2.337 0.0239 -0.0115 -0.0111 -0.0092
C -3.332 3.814 1.093 -0.0233 0.0242 0.0189 -0.2556
As -3.316 2.301 2.292 0.0371 0.0169 0.0211 0.5722
C -3.713 0.808 1.130 0.0264 -0.0390 0.0119 -0.2793
C -1.465 2.099 2.778 -0.0400 0.0103 -0.0054 -0.2678
S -4.617 2.467 3.908 -0.0145 0.0041 -0.0341 -0.0504
H -2.637 3.636 0.271 0.0117 -0.0093 0.0043 0.0291
H -3.038 4.699 1.653 0.0024 0.0011 -0.0071 0.0336
H -4.342 3.949 0.711 -0.0001 -0.0042 0.0043 0.0338
H -3.295 0.992 0.140 0.0020 -0.0141 -0.0364 0.0018
H -4.792 0.695 1.062 -0.0042 0.0347 0.0047 0.0331
H -3.288 -0.095 1.570 -0.0365 0.0041 -0.0164 0.0197
H -0.823 2.263 1.911 0.0394 -0.0090 0.0244 -0.0174
H -1.281 1.102 3.173 -0.0144 -0.0083 -0.0109 0.0319
H -1.251 2.832 3.553 0.0286 0.0204 -0.0273 0.0393
C 3.158 0.159 3.707 0.0039 0.0071 0.0650 -0.1383
O 2.799 1.012 2.628 0.0455 0.0943 -0.1258 -0.2129
C 1.575 0.745 1.972 -0.1256 -0.2532 0.2094 -0.4179
O 0.948 -0.200 2.468 0.0151 0.1301 -0.1672 -0.2214
H 4.115 0.523 4.080 -0.0028 -0.0235 0.0109 0.0725
H 3.257 -0.880 3.384 -0.0052 0.0015 -0.0119 0.0749
H 2.415 0.187 4.508 0.0016 0.0009 -0.0063 0.0729
C 2.422 4.016 1.429 0.0128 0.0040 -0.0142 -0.1381
O 2.386 3.506 0.094 -0.0618 0.0066 0.0206 -0.3543
P 0.991 2.821 -0.402 0.1377 -0.1417 -0.0699 0.8090
O 0.612 3.790 -1.686 0.0271 -0.0560 -0.0137 -0.3834
C 1.558 4.023 -2.727 0.0077 0.0191 -0.0271 -0.1280
O 1.614 1.568 -1.253 -0.1401 0.1760 0.0071 -0.4812
C 2.951 1.082 -1.144 -0.0272 0.0021 -0.0442 -0.1119
H 3.462 4.003 1.749 0.0024 0.0060 0.0084 0.0854
H 1.850 3.376 2.101 0.0017 0.0047 -0.0058 0.0479
H 2.041 5.039 1.450 0.0074 0.0047 0.0063 0.0779
H 1.099 4.706 -3.440 -0.0061 0.0005 0.0078 0.0812
H 1.810 3.088 -3.232 -0.0038 -0.0005 0.0034 0.0757
H 2.469 4.474 -2.328 0.0031 0.0010 0.0139 0.0791
H 2.961 0.114 -1.647 0.0336 -0.0026 0.0139 0.0873
H 3.237 0.969 -0.099 -0.0190 0.0098 0.0076 0.0651
H 3.642 1.758 -1.651 0.0180 -0.0117 0.0162 0.0843
```
Positions in Å, forces in eV/Å.

Its HOMO-LUMO gap is 0.24195 hartree. Its energy above the lowest of the compared OMol25 structures with the same formula, charge and spin is 3.0 kcal per mole. Its largest force on an atom is 0.4 eV Å⁻¹. The HOMO energy is -4.51 eV. As for the net charge: -1.

Entry from OMol25: a structure of composition C25H36BCrNO7S3 (ωB97M-V/def2-TZVPD).

```
74
Properties=species:S:1:pos:R:3:forces:R:3:mulliken_spin:R:1
Cr -0.428 -2.018 0.049 0.0879 0.0367 0.1513 3.9852
C -2.996 -1.050 2.138 -0.0049 -0.0043 0.0072 0.0060
C -3.433 -1.837 0.921 0.0473 -0.0033 0.0289 0.0175
O -2.379 -2.748 0.486 -0.1344 0.0822 -0.1046 -0.0363
C -2.808 -4.075 0.200 0.0600 -0.0546 -0.0007 0.0129
C -1.877 -4.724 -0.808 0.0233 -0.0091 0.0815 0.0042
O -0.513 -4.590 -0.437 -0.0887 -0.0582 -0.0793 0.0152
C -0.057 -5.559 0.502 0.0247 0.0102 0.0026 0.0126
C 0.914 -4.886 1.438 -0.0301 -0.0035 -0.0178 0.0028
O 0.175 -3.851 2.046 0.0374 -0.0464 0.0837 0.0124
C 0.914 -2.990 2.898 -0.0264 -0.0095 0.0005 0.0048
C -0.018 -1.848 3.209 0.0177 -0.0054 -0.0217 0.0105
O -0.420 -1.271 1.990 0.0267 0.0175 -0.0227 -0.0025
H -2.987 -1.709 3.013 0.0050 0.0053 0.0051 -0.0003
H -3.767 -0.297 2.325 -0.0009 0.0024 0.0017 -0.0008
H -3.643 -1.177 0.076 0.0177 -0.0048 -0.0055 -0.0050
H -4.316 -2.446 1.123 -0.0066 0.0053 -0.0138 0.0028
H -3.812 -4.060 -0.233 -0.0070 0.0245 0.0106 -0.0005
H -2.846 -4.633 1.142 0.0303 -0.0286 -0.0111 -0.0055
H -1.975 -4.242 -1.779 -0.0053 0.0167 0.0051 -0.0055
H -2.156 -5.777 -0.923 0.0248 -0.0005 0.0050 0.0009
H 0.416 -6.392 -0.028 0.0065 0.0105 0.0007 0.0021
H -0.897 -5.946 1.087 -0.0075 0.0028 -0.0083 -0.0027
H 1.769 -4.477 0.888 -0.0084 0.0115 -0.0002 -0.0061
H 1.281 -5.608 2.178 -0.0088 0.0131 0.0003 0.0013
H 1.804 -2.624 2.376 0.0206 0.0094 -0.0128 0.0004
H 1.215 -3.510 3.815 -0.0051 -0.0071 -0.0139 -0.0002
H 0.481 -1.101 3.834 0.0072 -0.0109 -0.0169 -0.0001
H -0.888 -2.228 3.757 -0.0113 0.0094 0.0063 -0.0019
C 2.642 1.130 1.834 -0.0174 0.0248 0.0353 0.0025
O 2.256 -0.143 1.294 0.0511 -0.0252 -0.0508 0.0139
C 2.574 -0.410 0.038 -0.0754 0.0367 -0.0125 0.0382
S 3.488 0.589 -0.909 0.0563 0.0458 0.0186 0.0014
S 1.944 -1.937 -0.526 -0.0103 -0.0015 0.0457 -0.0495
H 2.226 1.150 2.837 -0.0104 -0.0133 0.0115 0.0000
H 2.220 1.932 1.231 0.0077 -0.0284 0.0437 -0.0005
H 3.728 1.215 1.854 0.0122 -0.0080 0.0015 0.0003
S -1.294 -1.786 -2.276 -0.0935 -0.0082 -0.0395 -0.0181
C -0.508 -0.560 -3.169 0.0873 -0.0073 -0.0196 0.0132
N 0.815 -0.320 -3.032 -0.0180 0.0173 0.0321 0.0047
C 1.502 0.592 -3.749 -0.0082 0.0074 -0.0549 -0.0004
C 0.868 1.350 -4.688 -0.0161 -0.0228 0.0051 0.0038
C -0.511 1.159 -4.862 -0.0025 0.0150 -0.0125 0.0008
C -1.188 0.226 -4.121 -0.0123 -0.0063 0.0090 0.0054
H 1.320 -0.871 -2.314 0.0062 0.0021 -0.0260 -0.0070
H 2.552 0.666 -3.505 -0.0193 -0.0102 -0.0017 0.0010
H 1.418 2.083 -5.258 0.0028 0.0036 0.0054 0.0003
H -1.049 1.759 -5.586 0.0016 -0.0113 0.0049 0.0000
H -2.250 0.070 -4.236 0.0042 0.0001 -0.0075 -0.0002
C 2.416 4.809 -0.339 -0.0173 0.0055 -0.0002 -0.0003
C 0.979 4.476 -0.768 0.0071 -0.0076 -0.0138 0.0001
C 0.152 5.767 -0.817 -0.0096 0.0033 0.0017 0.0000
C 1.042 3.885 -2.176 0.0225 -0.0149 0.0046 0.0013
C 0.347 3.502 0.229 0.0125 0.0348 0.0290 0.0069
C 0.308 3.835 1.581 -0.0194 -0.0159 -0.0037 0.0021
C -0.240 2.986 2.547 0.0032 0.0180 -0.0316 -0.0012
C -0.768 1.787 2.129 -0.0181 0.0041 -0.0194 -0.0104
O -1.351 0.819 2.878 0.0489 0.0335 0.0137 -0.0071
B -1.584 -0.298 1.951 -0.0802 -0.0518 -0.0039 -0.0994
O -1.416 0.272 0.571 0.0269 0.0140 -0.0328 0.0947
C -0.776 1.459 0.772 -0.0073 -0.0459 0.0499 0.0098
C -0.215 2.281 -0.177 -0.0321 0.0182 -0.0468 -0.0253
H 2.868 5.508 -1.047 0.0009 -0.0093 0.0039 0.0000
H 3.026 3.904 -0.311 0.0210 -0.0303 -0.0036 0.0000
H 2.445 5.269 0.649 -0.0014 0.0026 -0.0083 0.0001
H 0.589 6.474 -1.527 -0.0007 -0.0012 0.0006 0.0000
H 0.113 6.249 0.161 -0.0002 -0.0009 0.0033 0.0000
H -0.874 5.556 -1.127 0.0009 0.0006 -0.0011 0.0000
H 1.520 4.597 -2.852 -0.0021 -0.0009 0.0032 0.0000
H 0.047 3.664 -2.570 0.0070 0.0064 0.0010 0.0001
H 1.630 2.964 -2.183 -0.0116 0.0194 0.0005 -0.0009
H 0.721 4.781 1.908 0.0059 -0.0035 -0.0024 0.0000
H -0.253 3.261 3.594 0.0037 -0.0016 0.0040 -0.0001
H -0.229 1.973 -1.215 0.0019 0.0018 0.0035 -0.0043
```
Positions in Å, forces in eV/Å.

Its expectation value of S² is 6.016. Its HOMO-LUMO gap (alpha / beta) is 0.26497 / 0.26608 hartree. Its energy above the lowest of the compared OMol25 structures with the same formula, charge and spin is 0.0 kcal per mole. The multiplicity is 5. Its largest force on an atom is 0.2 eV Å⁻¹. The HOMO energy (alpha / beta) is -7.20 / -7.24 eV. As for the net charge: 0.

Question: Among the records above, which one has the highest largest force on an atom?
Answer: C25H36AsClIP2Ti

Question: What is the largest force on an atom in the first record?
Answer: 2.6 eV Å⁻¹

Question: Which formula does entry 2 have?
Answer: C25H36AsCsN2O8PS

Question: The highest net charge belongs to which entry?
Answer: C25H36AsClIP2Ti